9
Properties=species:S:1:pos:R:3 method="wB97M-V/def2-TZVPD" smiles="NC(=S)C(F)F" total_charge=0 homo_lumo_gap_ev=9.25 fmax_ev_per_a=3.66 e_lumo_ev=0.31
C 0.4822 0.1792 0.2407
C -0.5027 -0.4187 -0.8130
H 1.5091 -1.6823 0.3948
H 2.1929 -0.1269 1.2039
H -0.4865 0.3662 -1.6339
N 1.5342 -0.6025 0.5853
F -1.6893 -0.6552 -0.1560
F -0.0944 -1.4700 -1.4834
S 0.1388 1.6390 0.8829



9
Properties=species:S:1:pos:R:3 method="wB97M-V/def2-TZVPD" smiles="[H]/N=C/C(F)(F)S" total_charge=0 homo_lumo_gap_ev=10.31 fmax_ev_per_a=5.77 e_lumo_ev=0.77
C -0.9148 0.3741 -0.1954
C 0.8413 0.0969 0.1736
N -1.6657 0.0238 0.7039
F 1.5907 0.7334 -0.7635
F 1.0679 0.5542 1.4342
S 1.3657 -1.5999 0.1826
H -0.9976 0.9809 -1.0095
H -2.6423 0.3548 0.6755
H 1.3546 -1.5182 -1.2014



10
Properties=species:S:1:pos:R:3 method="wB97M-V/def2-TZVPD" total_charge=-1 homo_lumo_gap_ev="7.46 / 7.46" fmax_ev_per_a=3.60 e_lumo_ev="3.99 / 3.99"
C -1.6666 -0.2713 -0.6578
C 0.6534 0.2945 -0.3575
O 2.6849 0.1508 1.3853
O 0.5331 -0.7115 2.2014
F 1.3461 -0.4755 -1.2132
F 0.6870 1.5517 -0.8821
S 1.2404 0.4049 1.5569
H -1.5688 -1.3367 -0.6714
H -1.8485 0.2185 -1.5926
H -2.0610 0.1746 0.2309



12
Properties=species:S:1:pos:R:3 method="wB97M-V/def2-TZVPD" total_charge=-1 homo_lumo_gap_ev=7.08 fmax_ev_per_a=2.80 e_lumo_ev=3.79
C -1.8711 -0.6280 -0.6440
C 0.7388 -0.7043 0.5513
O 0.8612 1.6294 1.6286
O 0.3863 1.3284 -0.8315
O 2.6764 1.1437 0.0450
O -2.2831 0.3484 -0.0859
F -2.3107 -1.8391 -0.2151
F 1.2953 -1.4415 -0.5131
S 1.3024 0.9136 0.4604
H -1.1433 -0.7019 -1.4430
H 0.7937 -1.0196 1.5339
H -0.4459 0.9708 -0.4867



8
Properties=species:S:1:pos:R:3 method="wB97M-V/def2-TZVPD" total_charge=0 homo_lumo_gap_ev=12.18 fmax_ev_per_a=5.60 e_lumo_ev=0.73
C 0.7015 -0.0483 -0.2543
C -0.6757 0.0973 0.2578
F 1.6314 0.2406 0.7284
F -0.8879 1.0031 1.1570
F -1.2067 -1.0469 0.8191
H 1.0717 0.7575 -1.0306
H 0.7281 -1.1116 -0.6356
H -1.3624 0.1083 -1.0419



10
Properties=species:S:1:pos:R:3 method="wB97M-V/def2-TZVPD" total_charge=0 homo_lumo_gap_ev="6.77 / 5.10" fmax_ev_per_a=4.09 e_lumo_ev="-1.55 / -2.65"
C 0.0460 0.1838 0.5218
C -1.1271 -0.0912 -0.4247
N 0.7960 -0.8618 0.7226
F -1.8153 0.9381 -0.8209
F -0.6763 -0.6933 -1.5197
F -1.9527 -0.9776 0.1769
I 2.1954 2.6324 -0.7868
H 0.2076 1.0501 0.9777
H 0.5542 -1.6155 0.1567
H 1.7722 -0.5650 0.9963



11
Properties=species:S:1:pos:R:3 method="wB97M-V/def2-TZVPD" total_charge=0 homo_lumo_gap_ev=11.44 fmax_ev_per_a=2.99 e_lumo_ev=0.51
C 0.9646 1.5450 0.3294
C 1.2459 2.6407 1.3191
N 1.1452 1.7123 -0.9093
N -0.2265 -0.5173 0.2705
O 0.2718 0.5670 0.9741
F 0.2576 3.4654 1.5568
F 2.2650 3.3889 0.9369
F 1.5641 2.0682 2.4952
H 0.8058 0.9615 -1.6340
H 0.5909 -1.1366 0.0343
H -0.5191 -0.2159 -0.6115



9
Properties=species:S:1:pos:R:3 method="wB97M-V/def2-TZVPD" total_charge=0 homo_lumo_gap_ev="9.60 / 7.82" fmax_ev_per_a=2.55 e_lumo_ev="0.40 / 0.11"
C 1.0391 1.2635 -0.1324
C -1.2366 -0.7861 -0.4183
F 1.9252 0.2967 0.3645
F 0.4508 1.8979 0.8820
F -0.6063 -1.4482 -1.3564
S -1.2587 -1.4622 1.1580
H 1.3828 1.8947 -1.0017
H -1.7224 0.0865 -0.6384
H 0.0261 -1.7427 1.1427



18
Properties=species:S:1:pos:R:3 method="wB97M-V/def2-TZVPD" total_charge=+1 homo_lumo_gap_ev="5.81 / 4.82" fmax_ev_per_a=5.85 e_lumo_ev="-7.89 / -8.50"
N 0.5074 -2.0385 -0.7004
S 1.4646 -0.9796 0.1665
O 1.4795 -1.2431 1.7524
O 2.8260 -0.9133 -0.3979
S -0.6702 -1.4760 -1.6108
O -1.2345 -0.4840 -0.6040
O -0.5003 -2.5645 -2.5964
C -1.7838 -0.5631 -2.8732
F -1.4894 0.7279 -2.8947
F -1.6937 -0.9520 -4.1325
F -3.0536 -0.7103 -2.5328
In -0.9360 0.4292 0.9826
F -1.2549 1.1760 2.6847
C 1.2818 1.9876 2.5858
O 0.5514 0.7924 2.3474
H 1.6911 1.9355 3.5993
H 2.1431 2.0197 1.9053
H 0.6716 2.8562 2.3190



17
Properties=species:S:1:pos:R:3 method="wB97M-V/def2-TZVPD" total_charge=0 homo_lumo_gap_ev="6.21 / 8.95" spin_multiplicity=7 fmax_ev_per_a=2.11 e_lumo_ev="-0.73 / -0.91"
N 0.2878 0.4410 0.6689
S 1.6550 1.7543 0.4463
O 2.0344 1.4615 -1.0154
O 2.6882 1.2186 1.3536
S -0.9457 0.7903 -0.2932
O -0.7410 0.2563 -1.6801
O -1.3177 2.1940 -0.2603
C -2.4167 -0.2041 0.3090
F -2.2850 -1.4666 -0.0338
F -2.4955 -0.0843 1.6153
F -3.4879 0.3022 -0.2632
Sm 1.4059 0.3823 -2.8276
F 1.9492 -1.6124 -2.2320
C 0.8091 -1.0903 0.9251
H 1.5488 -1.6851 0.3802
H -0.0791 -1.7155 1.0623
H 1.3902 -0.9422 1.8449